*i*
Here is 2 unconnected molecules or ions with the total composition C5H14 from OMol25. Energies are from ωB97M-V with the def2-TZVPD basis set.

Structure (XYZ):
```
19
C5H14 ωB97M-V with the def2-TZVPD basis set
C -2.34794 0.20999 1.19193
C -1.19384 0.81722 1.97384
C 0.11941 0.07099 1.77817
H -2.78779 -0.60216 1.76457
H -2.15280 0.05181 0.14132
H -3.14879 0.96989 1.10520
H -1.00765 1.88196 1.78787
H -1.45445 0.93734 3.04072
H 0.13570 -0.93520 2.19870
H 0.35892 -0.05722 0.73042
H 0.91074 0.59144 2.32819
C 1.48044 -0.18257 -1.56262
C 1.70988 -0.78787 -2.94855
H 0.39475 -0.10117 -1.47417
H 1.70747 -0.94472 -0.79534
H 1.95878 0.77232 -1.39232
H 1.03522 -1.60559 -3.18105
H 2.74180 -1.13693 -3.05459
H 1.54016 0.05049 -3.63230
```

Properties
Total charge: 0
SMILES: CCC.CC
E_HOMO: -11.09 eV
Molar mass: 74.17 g mol⁻¹
Orbital gap: 0.4473 Ha


*ii*
Here is 2 unconnected molecules or ions with the total composition C5H14 from OMol25. Energies are from ωB97M-V with the def2-TZVPD basis set.

Structure (XYZ):
```
19
C5H14 ωB97M-V with the def2-TZVPD basis set
C -1.27965 -2.15961 -0.37208
C -1.08906 -0.77719 -1.06893
C -1.87106 0.51055 -0.75835
H -2.31873 -2.14045 -0.14593
H -1.03524 -2.95418 -1.10756
H -0.59433 -2.26869 0.49030
H -1.14560 -0.94708 -2.08800
H -0.02877 -0.57434 -1.01193
H -2.92185 0.51516 -1.05766
H -1.15346 1.39578 -1.24875
H -1.95651 0.66179 0.29181
C 1.30463 0.80018 1.31319
C 2.55240 1.41435 0.72080
H 0.93308 1.00820 2.34895
H 0.53562 1.05197 0.52290
H 1.35492 -0.23580 1.11864
H 3.06205 0.99495 -0.14450
H 3.34393 1.15124 1.46024
H 2.30762 2.55316 0.73685
```

Properties
Total charge: 0
SMILES: CCC.CC
E_HOMO: -11.04 eV
Molar mass: 74.17 g mol⁻¹
Orbital gap: 0.4445 Ha


*iii*
Here is 2 unconnected molecules or ions with the total composition C5H14 from OMol25. Energies are from ωB97M-V with the def2-TZVPD basis set.

Structure (XYZ):
```
19
C5H14 ωB97M-V with the def2-TZVPD basis set
C 0.90958 1.54915 -1.15893
C -0.00984 2.15013 -0.11725
C -0.46343 1.13039 0.92441
H 0.39455 1.00007 -1.94369
H 1.44186 2.37251 -1.65301
H 1.76252 0.99530 -0.75924
H -0.90736 2.49527 -0.63354
H 0.52915 3.00192 0.28620
H -1.09244 1.65692 1.64205
H 0.41990 0.83066 1.49847
H -0.99638 0.24809 0.59117
C 0.07101 -2.16824 -0.54848
C -0.65797 -2.11719 0.81353
H 0.76607 -1.32880 -0.57903
H 0.72758 -3.02494 -0.53977
H -0.54018 -2.26111 -1.43292
H -0.33798 -1.30123 1.44231
H -1.73744 -2.24646 0.79799
H -0.27922 -2.98247 1.36972
```

Properties
Total charge: 0
SMILES: CCC.CC
E_HOMO: -11.34 eV
Molar mass: 74.17 g mol⁻¹
Orbital gap: 0.4598 Ha


*iv*
Here is 2 unconnected molecules or ions with the total composition C5H14 from OMol25. Energies are from ωB97M-V with the def2-TZVPD basis set.

Structure (XYZ):
```
19
C5H14 ωB97M-V with the def2-TZVPD basis set
C 1.66792 0.47569 1.33386
C 2.10779 0.22678 -0.11916
C 1.28487 -0.78046 -0.95975
H 1.82640 -0.50069 1.81890
H 2.40265 1.04182 1.90017
H 0.65586 0.83886 1.40498
H 3.12870 -0.15698 -0.07915
H 2.00043 1.11244 -0.75420
H 1.23423 -1.75696 -0.46678
H 1.72700 -1.09073 -1.91064
H 0.30758 -0.35265 -1.16975
C -2.68411 -0.07348 -0.78346
C -1.92222 0.28375 0.49132
H -3.60923 0.47710 -0.92547
H -2.09005 0.06989 -1.68297
H -2.87626 -1.14710 -0.71752
H -1.85724 1.37448 0.64075
H -2.39975 0.03690 1.43947
H -0.90455 -0.07864 0.53940
```

Properties
Total charge: 0
SMILES: CCC.CC
E_HOMO: -10.98 eV
Molar mass: 74.17 g mol⁻¹
Orbital gap: 0.4456 Ha


Stability ranking, top and bottom: *i* is the most stable and *ii* is the least stable.


*i*
Here is 2 unconnected molecules or ions with the total composition C5H14 from OMol25. Energies are from ωB97M-V with the def2-TZVPD basis set.

Structure (XYZ):
```
19
C5H14 ωB97M-V with the def2-TZVPD basis set
C 0.83581 2.35255 -1.37013
C 0.72186 1.06700 -0.58346
C 0.16200 1.28643 0.88062
H -0.05110 2.98731 -1.31183
H 0.97042 2.16525 -2.43913
H 1.68010 2.96936 -1.06860
H -0.06250 0.52346 -1.11352
H 1.50403 0.31154 -0.56452
H 0.99877 1.19538 1.56658
H -0.31837 2.25969 0.80830
H -0.65591 0.65382 1.19087
C -1.43752 -2.54795 0.46018
C -0.06275 -1.94056 0.49544
H -1.83409 -2.72731 1.45977
H -2.05320 -1.82668 -0.08150
H -1.37207 -3.52125 -0.02827
H 0.68461 -2.52008 1.04022
H -0.07160 -1.04804 1.11837
H 0.36152 -1.63992 -0.45939
```

Properties
Total charge: 0
SMILES: CCC.CC
E_HOMO: -10.95 eV
Molar mass: 74.17 g mol⁻¹
Orbital gap: 0.4443 Ha


*ii*
Here is 2 unconnected molecules or ions with the total composition C5H14 from OMol25. Energies are from ωB97M-V with the def2-TZVPD basis set.

Structure (XYZ):
```
19
C5H14 ωB97M-V with the def2-TZVPD basis set
C 0.85594 -0.19562 2.29142
C 1.13693 0.03421 0.83132
C 2.61970 -0.33185 0.62469
H 1.07858 -1.19343 2.65017
H -0.19393 -0.05090 2.55553
H 1.48572 0.45434 2.94054
H 0.58554 -0.59249 0.15169
H 0.88542 1.01933 0.56961
H 3.16352 0.13378 1.40484
H 2.84994 -1.34701 0.72851
H 3.15697 0.07157 -0.25393
C -1.63879 -0.18830 -1.91526
C -2.77504 0.76983 -1.73873
H -1.12801 -0.22346 -2.89094
H -0.80650 0.04442 -1.21717
H -1.91330 -1.20917 -1.65273
H -2.74129 1.65715 -2.32000
H -2.93834 0.88443 -0.68143
H -3.68307 0.26317 -2.07812
```

Properties
Total charge: 0
SMILES: CCC.CC
E_HOMO: -11.24 eV
Molar mass: 74.17 g mol⁻¹
Orbital gap: 0.4535 Ha


*iii*
Here is 2 unconnected molecules or ions with the total composition C5H14 from OMol25. Energies are from ωB97M-V with the def2-TZVPD basis set.

Structure (XYZ):
```
19
C5H14 ωB97M-V with the def2-TZVPD basis set
C 0.49452 -1.94603 -1.71424
C -0.45136 -0.92945 -1.08210
C -1.50052 -1.63037 -0.20598
H -0.01107 -2.45692 -2.54325
H 0.79696 -2.68142 -0.97256
H 1.31917 -1.45366 -2.22560
H 0.09325 -0.23442 -0.43667
H -0.94935 -0.32021 -1.84073
H -2.17102 -2.23018 -0.82352
H -0.97167 -2.30690 0.47000
H -1.94852 -0.90632 0.47374
C 1.35343 2.03949 1.08290
C 0.04281 2.35286 1.79867
H 1.88561 2.94955 0.77970
H 2.04775 1.52006 1.74512
H 1.17467 1.48405 0.16341
H -0.45414 3.24726 1.43671
H 0.12443 2.32956 2.89193
H -0.64963 1.52677 1.69006
```

Properties
Total charge: 0
SMILES: CCC.CC
E_HOMO: -11.32 eV
Molar mass: 74.17 g mol⁻¹
Orbital gap: 0.4577 Ha


Stability ranking, top and bottom: *iii* is the most stable and *i* is the least stable.


*i*
Here is C3H5N3OS in the gas phase from OMol25. Energies are from ωB97M-V with the def2-TZVPD basis set.

Structure (XYZ):
```
13
C3H5N3OS ωB97M-V with the def2-TZVPD basis set
H 3.45183 0.14648 1.69990
N 2.81118 -0.44357 1.10953
C 1.66675 0.15385 0.92881
N 0.51887 -0.41825 0.28748
C 0.07044 -1.79438 0.42978
N 0.88777 -2.79971 0.08982
H 0.40331 -3.73597 0.35602
O -0.63883 0.38195 0.27635
C -0.84493 0.94647 -0.88203
S -2.12355 1.90253 -1.14689
H 1.47673 1.14471 1.38406
H -1.03737 -1.76031 1.02624
H -0.08539 0.50407 -1.59401
```

Properties
Total charge: 0
SMILES: [H]/N=C/N(/C=N/[H])OC=S
E_HOMO: -9.37 eV
Molar mass: 131.16 g mol⁻¹
Orbital gap: 0.3443 Ha


*ii*
Here is a molecular structure, C3H5N3OS from OMol25. Energies are from ωB97M-V with the def2-TZVPD basis set.

Structure (XYZ):
```
13
C3H5N3OS ωB97M-V with the def2-TZVPD basis set
C 0.48810 -1.03927 -1.12061
C 1.33288 -1.90104 -0.43924
C -0.34781 -0.52532 -0.15082
N 1.01139 -1.96266 0.85832
N -0.05182 -1.12535 0.98525
N -0.60037 2.66608 0.18507
O -2.48810 1.13291 1.10005
S -1.81526 1.37997 -0.10254
H 0.79735 -0.74629 -2.08677
H 2.24598 -2.30542 -0.91351
H -0.46855 -1.01965 1.89563
H -0.43521 3.16536 -0.70388
H 0.33143 2.28068 0.49304
```

Properties
Total charge: 0
E_HOMO: -9.26 eV
Molar mass: 131.16 g mol⁻¹
Orbital gap: 0.3206 Ha


Stability ranking, top and bottom: *ii* is the most stable and *i* is the least stable.


*i*
Here is C15H17N3O3S in the gas phase from OMol25. Energies are from ωB97M-V with the def2-TZVPD basis set.

Structure (XYZ):
```
39
C15H17N3O3S ωB97M-V with the def2-TZVPD basis set
C -4.08957 1.48367 1.72700
C -3.38786 1.97312 0.61623
C -2.03039 2.30606 0.77373
N -1.11157 1.45590 -0.16839
C -0.87975 0.00283 -0.16483
C -1.29624 -0.94588 0.95270
O -0.53472 -2.04618 0.90212
C 0.63316 -2.09768 1.28557
C 1.42468 -1.11257 1.59030
C 3.01308 -1.15388 1.60425
C 3.46162 -2.26370 1.62923
C 2.75358 -3.48167 1.06155
C 1.51769 -3.30030 1.05751
C 0.77152 -4.42773 0.43122
N 0.07954 -0.21926 -1.03022
N 0.16320 0.86240 -1.84910
C -0.45604 1.79750 -1.46289
S -0.47828 3.50601 -1.90633
C -0.09791 3.31422 -3.45655
C 1.47774 3.19947 -3.46242
O 2.24652 4.05367 -3.87519
O 2.08140 2.09080 -3.09081
H -5.07005 1.32142 1.76322
H -3.74638 1.23772 2.72097
H -3.85884 1.92989 -0.42415
H -1.49168 1.93689 1.84232
H -1.92111 3.31204 0.71334
H -2.55300 -1.22545 0.74031
H -1.18201 -0.29207 1.92425
H 1.10396 0.02848 1.91478
H 3.38409 -0.20004 2.19126
H 4.59055 -2.40921 1.95167
H 3.25605 -4.43874 0.94664
H 1.32735 -5.33491 0.36978
H -0.28904 -4.65783 1.16709
H 0.10481 -4.17602 -0.31992
H -0.28636 2.37946 -3.80171
H -0.17840 4.23879 -4.02213
H 1.54866 1.35279 -2.84242
```

Properties
Total charge: 0
SMILES: C=CCn1c(COc2ccccc2C)nnc1SCC(=O)O
E_HOMO: -8.60 eV
Molar mass: 319.39 g mol⁻¹
Orbital gap: 0.3287 Ha


*ii*
Here is C15H17N3O3S in the gas phase from OMol25. Energies are from ωB97M-V with the def2-TZVPD basis set.

Structure (XYZ):
```
39
C15H17N3O3S ωB97M-V with the def2-TZVPD basis set
C -1.65693 3.54275 -2.37770
C -0.47529 2.99390 -3.14909
O 0.09403 3.59462 -4.03197
N -0.12084 1.73784 -2.77244
C 1.03126 1.07013 -3.32469
C 2.28390 1.24240 -2.44333
C 2.06458 0.63842 -1.08913
C 2.32125 -0.71155 -0.86837
C 2.07685 -1.28102 0.36910
C 1.56459 -0.49654 1.38355
S 1.25836 -1.20629 2.99105
O 1.49313 -2.61720 2.94605
O 1.90504 -0.41660 3.99348
N -0.38554 -0.88477 3.21177
C -1.39716 -1.70285 2.73904
C -1.21851 -2.48895 1.60309
C -2.27434 -3.26665 1.16027
C -3.47338 -3.22613 1.85594
N -3.65363 -2.47305 2.92795
C -2.65044 -1.73872 3.35926
C 1.30289 0.84532 1.19037
C 1.55237 1.40941 -0.04826
H -1.42031 3.60182 -1.31738
H -2.52035 2.89423 -2.50701
H -1.89544 4.53536 -2.74754
H -0.56473 1.31755 -1.97180
H 0.80366 0.00815 -3.44888
H 1.21691 1.52211 -4.30158
H 2.49519 2.30842 -2.35418
H 3.12387 0.75927 -2.94258
H 2.72474 -1.31527 -1.66772
H 2.28216 -2.32155 0.56771
H -0.57027 -0.41356 4.08386
H -0.26665 -2.49823 1.09783
H -2.16442 -3.89382 0.28930
H -4.32576 -3.81632 1.54990
H -2.84319 -1.14275 4.24280
H 0.92057 1.42986 2.01169
H 1.36183 2.46028 -0.21036
```

Properties
Total charge: 0
SMILES: CC(=O)NCCc1ccc(S(=O)(=O)Nc2cccnc2)cc1
E_HOMO: -9.04 eV
Molar mass: 319.39 g mol⁻¹
Orbital gap: 0.3400 Ha


Stability ranking, top and bottom: *ii* is the most stable and *i* is the least stable.


*i*
Here is C4H9NO2S in the gas phase from OMol25. Energies are from ωB97M-V with the def2-TZVPD basis set.

Structure (XYZ):
```
17
C4H9NO2S ωB97M-V with the def2-TZVPD basis set
C -1.17309 -1.66083 1.06664
N -0.04278 -0.70012 1.12666
C -0.22632 0.47464 0.29482
C 0.96425 1.39590 0.52770
S 1.23684 2.66638 -0.75746
C -0.38692 0.10925 -1.17956
O -1.29624 0.37135 -1.91153
O 0.66455 -0.65775 -1.58537
H -0.87530 -2.63738 0.69573
H -1.64486 -1.69548 2.04600
H -1.92168 -1.29528 0.37302
H 0.80396 -1.16673 0.83073
H -1.15928 0.91384 0.60268
H 1.88498 0.84998 0.66350
H 0.77105 1.99705 1.40732
H 1.84015 1.88633 -1.66509
H 0.56069 -0.85116 -2.53580
```

Properties
Total charge: 0
SMILES: CN[C@@H](CS)C(=O)O
E_HOMO: -9.27 eV
Molar mass: 135.19 g mol⁻¹
Orbital gap: 0.3619 Ha


*ii*
Here is C4H9NO2S in the gas phase from OMol25. Energies are from ωB97M-V with the def2-TZVPD basis set.

Structure (XYZ):
```
17
C4H9NO2S ωB97M-V with the def2-TZVPD basis set
C 2.51341 -0.84172 -0.24133
C 1.09424 -0.32865 -0.03926
N 0.80677 0.88419 0.13324
O 1.92512 1.68680 0.15571
S -0.13983 -1.59137 -0.05610
C -1.64258 -0.79090 0.56367
C -2.36915 0.16935 -0.36029
O -1.97991 1.51253 -0.18210
H 2.54085 -1.86283 -0.51422
H 3.07719 -0.69964 0.74103
H 3.03046 -0.27505 -1.04785
H 1.56367 2.58643 0.29787
H -2.32682 -1.63042 0.77541
H -1.41939 -0.31829 1.52643
H -2.23443 -0.12799 -1.41841
H -3.41473 0.13524 -0.15190
H -1.02487 1.49233 -0.18191
```

Properties
Total charge: 0
SMILES: C/C(=N\O)SCCO
E_HOMO: -8.82 eV
Molar mass: 135.19 g mol⁻¹
Orbital gap: 0.3530 Ha


*iii*
Here is C4H9NO2S in the gas phase from OMol25. Energies are from ωB97M-V with the def2-TZVPD basis set.

Structure (XYZ):
```
17
C4H9NO2S ωB97M-V with the def2-TZVPD basis set
O 1.43506 1.07275 -1.77193
C 0.59602 0.31630 -1.34287
C -0.15497 0.58191 -0.05496
C 0.50802 1.56468 0.89454
S 0.41415 3.29543 0.19816
N -0.35951 -0.67707 0.69021
C -1.12647 -1.73192 0.12177
O -0.30800 -2.79237 -0.35376
H 0.46301 -0.65436 -1.86866
H -1.16302 0.97111 -0.23164
H -0.07793 1.72607 1.79542
H 1.53699 1.33079 1.14019
H 1.51865 3.29658 -0.51096
H 0.48538 -1.04252 1.10272
H -1.78264 -2.17041 0.89713
H -1.70610 -1.43461 -0.75349
H -0.27865 -3.65235 0.04815
```

Properties
Total charge: 0
SMILES: O=C[C@H](CS)NCO
E_HOMO: -8.83 eV
Molar mass: 135.19 g mol⁻¹
Orbital gap: 0.3508 Ha


Stability ranking, top and bottom: *i* is the most stable and *ii* is the least stable.


*i*
Here is a molecular structure, C4H5F from OMol25. Energies are from ωB97M-V with the def2-TZVPD basis set.

Structure (XYZ):
```
10
C4H5F ωB97M-V with the def2-TZVPD basis set
C -1.75772 -0.21208 -0.39212
C -0.58914 0.52708 -0.01545
C 0.65228 -0.20141 0.15501
C 1.91590 0.07946 -0.21837
H -1.65468 -1.36615 -0.74138
H -0.74471 1.83746 0.88799
H 0.41722 -1.17815 1.27401
H 2.21387 1.17728 -1.09638
H 2.64984 -0.75535 0.15156
F -3.10287 0.09186 -0.00487
```

Properties
Total charge: 0
E_HOMO: -9.37 eV
Molar mass: 72.08 g mol⁻¹
Orbital gap: 0.3523 Ha


*ii*
Here is 2 unconnected molecules or ions with the total composition C4H5F from OMol25. Energies are from ωB97M-V with the def2-TZVPD basis set.

Structure (XYZ):
```
10
C4H5F ωB97M-V with the def2-TZVPD basis set
C -0.75313 -0.62220 -1.48609
C 1.47842 0.52949 1.05453
C -0.76016 0.31992 -0.52515
C 0.32611 0.47602 0.40598
F -1.22756 -0.80410 1.68568
H -1.68892 -0.83100 -1.93362
H -0.01072 -1.34132 -1.41611
H 1.89174 0.02541 2.04957
H 2.19311 1.16371 0.64991
H -1.44889 1.08406 -0.48470
```

Properties
Total charge: 0
E_HOMO (alpha / beta): -9.48 / -9.29 eV
Molar mass: 72.08 g mol⁻¹
Orbital gap (alpha / beta): 0.2815 / 0.2734 Ha


Stability ranking, top and bottom: *ii* is the most stable and *i* is the least stable.